No. 1
Computed, not measured: a structure of composition C18H29F3LuNO5P2S, with ωB97M-V with the def2-TZVPD basis set.

Calculated values
M: 665.41 g mol⁻¹
E_HOMO: -6.942 eV
HOMO-LUMO gap: 7.2890 eV

Geometry (Å):
1 C -0.6510 3.7577 -1.8530
2 C -0.7319 2.4224 -1.3867
3 N 0.1327 1.9679 -0.4017
4 C 1.0202 2.8391 0.1342
5 C 1.0632 4.1817 -0.2355
6 C 0.2128 4.6487 -1.2424
7 C -1.7286 1.5523 -1.9205
8 P -2.1670 -0.0083 -1.1662
9 Lu -0.0823 -0.2172 0.5768
10 P 2.4950 0.5468 0.9645
11 C 1.9918 2.3258 1.1891
12 C -0.0925 -2.6011 0.1353
13 C -1.1447 -3.2823 0.7189
14 C -1.0336 -4.6748 0.9170
15 C 0.1269 -5.3498 0.5192
16 C 1.1728 -4.6388 -0.0835
17 C 1.0552 -3.2469 -0.2861
18 O -0.7373 0.6518 -4.3957
19 O 0.6939 -1.5048 -3.5383
20 H -1.3100 4.0636 -2.6680
21 H 1.7803 4.8315 0.2696
22 H 0.2469 5.6974 -1.5445
23 C -3.6521 0.5925 -0.2666
24 C -2.8925 -1.1217 -2.4149
25 H 2.9111 2.9278 1.1603
26 H 1.5348 2.4287 2.1874
27 H -0.9479 1.0893 -3.5371
28 H -2.5251 2.0347 -2.5049
29 C 3.0850 0.1604 2.6380
30 C 4.0234 0.7044 0.0023
31 H -2.0600 -2.7736 1.0363
32 H -1.8578 -5.2218 1.3856
33 H 0.2142 -6.4288 0.6835
34 H 2.0739 -5.1663 -0.4065
35 H 1.8719 -2.6930 -0.7550
36 H 0.6698 -0.8560 -1.6834
37 H 0.0247 -2.1804 -3.3396
38 H 0.0499 -0.7536 -3.6777
39 H -0.0360 1.2401 -4.6940
40 H 1.0016 -0.6308 -1.0636
41 H -4.4599 0.7881 -0.9885
42 H -3.9473 -0.1782 0.4541
43 H -3.4016 1.5141 0.2773
44 H -3.7523 -0.6457 -2.9071
45 H -2.1542 -1.4161 -3.1739
46 H -3.2303 -2.0276 -1.8905
47 H 4.8159 1.1999 0.5810
48 H 4.3565 -0.3049 -0.2750
49 H 3.8321 1.2708 -0.9178
50 H 4.0657 0.6216 2.8147
51 H 2.3682 0.4956 3.3987
52 H 3.1791 -0.9305 2.7123
53 F -0.2469 0.0261 5.5412
54 C -0.6780 0.7878 4.5138
55 F -1.6516 1.6050 4.9586
56 F 0.3668 1.5587 4.0831
57 S -1.2775 -0.2809 3.1124
58 O -0.0504 -1.0346 2.6706
59 O -2.3868 -1.0464 3.5980
60 O -1.5494 0.6824 1.9844

Forces on atoms 1 to 3 (eV/Å):
0.55 1.19 0.29
-1.06 -1.53 -0.12
0.23 0.20 -0.01

=====

No. 2
Computed, not measured: the molecule C15H13Cl2NO3, with ωB97M-V with the def2-TZVPD basis set.

Calculated values
M: 326.18 g mol⁻¹
E_HOMO: -8.428 eV
Energy relative to the best compared isomer or geometry (same formula, charge and spin): 11.16 kcal per mole
Structure (SMILES): C[C@@]1(C(=O)OCC(=O)c2c[nH]c3ccccc23)CC1(Cl)Cl
HOMO-LUMO gap: 8.7906 eV

Geometry (Å):
1 C 1.1915 2.5357 -1.4271
2 C 1.9529 1.2362 -1.5491
3 C 1.9337 0.4416 -0.2697
4 O 1.7952 0.9362 0.8153
5 O 2.0735 -0.8695 -0.4847
6 C 2.0691 -1.6909 0.6773
7 H 2.9254 -1.4464 1.3141
8 H 2.1677 -2.7157 0.3111
9 C 0.8023 -1.5756 1.5404
10 O 0.8813 -1.7708 2.7324
11 C -0.4362 -1.2692 0.8507
12 C -0.7236 -1.3548 -0.4947
13 N -2.0067 -0.9828 -0.7197
14 C -2.5991 -0.6364 0.4693
15 C -3.8851 -0.1886 0.7380
16 C -4.1967 0.0828 2.0539
17 C -3.2555 -0.0823 3.0733
18 C -1.9770 -0.5244 2.8105
19 C -1.6414 -0.8105 1.4904
20 H -1.2467 -0.6543 3.5922
21 H -3.5436 0.1435 4.0890
22 H -5.1877 0.4316 2.3030
23 H -4.6099 -0.0583 -0.0520
24 H -2.4646 -0.9838 -1.6163
25 H -0.1022 -1.6873 -1.3041
26 C 3.2260 1.1879 -2.3654
27 C 2.0028 0.5050 -2.8738
28 H 1.4923 0.9567 -3.7114
29 H 1.9989 -0.5740 -2.8657
30 Cl 3.7872 2.6426 -3.1640
31 Cl 4.5760 0.2176 -1.8050
32 H 1.3093 3.1408 -2.3206
33 H 1.5560 3.0916 -0.5665
34 H 0.1349 2.3261 -1.2714

Forces on atoms 1 to 3 (eV/Å):
0.11 -0.08 0.03
-0.10 0.18 0.11
0.09 0.25 -0.16

=====

No. 3
Computed, not measured: the molecule C3H7N3O2, with ωB97M-V with the def2-TZVPD basis set.

Calculated values
M: 117.11 g mol⁻¹
E_HOMO: -9.253 eV
Energy relative to the best compared isomer or geometry (same formula, charge and spin): 30.22 kcal per mole
Structure (SMILES): C/N=C(\N)OC(N)=O
HOMO-LUMO gap: 10.0323 eV

Geometry (Å):
1 C -1.8919 -0.4255 -0.3218
2 C 1.8279 0.0407 -0.7845
3 C 0.0739 0.5414 0.6162
4 N 2.0007 -1.2813 -0.5599
5 N -0.5182 1.3506 1.5399
6 O 1.3874 0.7537 0.4651
7 N -0.4660 -0.2159 -0.2575
8 O 2.2763 0.6813 -1.6827
9 H 2.3479 -1.8140 -1.3377
10 H 1.2659 -1.7297 -0.0104
11 H -1.5167 1.4634 1.4988
12 H 0.0251 2.1269 1.8789
13 H -2.4462 0.5082 -0.4545
14 H -2.0951 -1.0774 -1.1668
15 H -2.2708 -0.9225 0.5768

Forces on atoms 1 to 3 (eV/Å):
0.19 0.01 0.38
1.38 0.74 1.02
-0.94 0.75 -1.63

=====

No. 4
Computed, not measured: a structure of composition C8H6Cl2CoN2O3Ru, with ωB97M-V with the def2-TZVPD basis set.

Calculated values
M: 409.06 g mol⁻¹
E_HOMO (spin up / spin down): -24.651 / -25.853 eV
Spin multiplicity: 10
Total charge: +4
Energy relative to the best compared isomer or geometry (same formula, charge and spin): 63.78 kcal per mole
HOMO-LUMO gap (spin up / spin down): 8.9055 / 5.8141 eV

Geometry (Å):
1 Co 0.0336 -1.2262 -3.1923
2 Ru 0.1273 -0.7813 -0.7201
3 Cl -0.9517 0.5585 -2.1370
4 Cl 1.3107 -2.4325 -1.8603
5 C -1.1144 -1.8596 -0.0159
6 C -0.5793 -0.3589 -4.6023
7 C 0.3783 -2.4558 -4.4133
8 O -1.9505 -2.5323 0.4758
9 O -0.9486 0.1923 -5.5525
10 O 0.6231 -3.2118 -5.2574
11 N 1.3077 -0.9364 1.9587
12 C 0.6907 0.2635 2.0219
13 C 0.6446 1.0888 3.1619
14 C -0.0379 2.2920 3.0839
15 C -0.7057 2.6178 1.9017
16 C -0.6546 1.7459 0.8223
17 N 0.0417 0.5966 0.8731
18 H 1.3087 -1.4376 1.0589
19 H 1.8592 -1.2889 2.7269
20 H 1.1476 0.7369 4.0633
21 H -0.0829 2.9691 3.9372
22 H -1.2705 3.5364 1.7820
23 H -1.1769 1.9235 -0.1166

Forces on atoms 1 to 3 (eV/Å):
0.56 0.54 3.66
5.52 4.98 -1.27
-0.98 1.33 -0.04

=====

No. 5
Computed, not measured: a structure of composition C3H8NO2S, with ωB97M-V with the def2-TZVPD basis set.

Calculated values
M: 122.17 g mol⁻¹
E_HOMO (spin up / spin down): -3.557 / -3.555 eV
Total charge: -1
Energy relative to the best compared isomer or geometry (same formula, charge and spin): 128.90 kcal per mole
HOMO-LUMO gap (spin up / spin down): 7.6312 / 7.6299 eV

Geometry (Å):
1 C -1.4386 -0.8201 1.7577
2 C 0.9923 -0.6939 -1.2714
3 C 0.9313 1.2657 0.0916
4 N 0.3288 0.5075 -0.8976
5 O -2.3012 1.1919 0.2950
6 O -2.2648 -0.9284 -0.8946
7 S -1.6801 -0.0764 0.1616
8 H -0.8611 -0.2531 2.4585
9 H -0.7875 -1.5441 1.3628
10 H 1.9157 -0.3752 -1.7709
11 H 1.2083 -1.3731 -0.3441
12 H 0.4016 -1.3320 -2.0313
13 H 0.2992 2.1272 0.2342
14 H 1.2069 0.6009 0.9868
15 H 2.0493 1.7032 -0.1384

Forces on atoms 1 to 3 (eV/Å):
-0.70 0.48 -2.77
-0.50 -1.38 0.37
3.43 -0.11 0.80

=====

No. 6
Computed, not measured: a cluster of 2 separate species, C4H8O in total, with ωB97M-V with the def2-TZVPD basis set.

Calculated values
M: 72.11 g mol⁻¹
E_HOMO: -9.226 eV
Energy relative to the best compared isomer or geometry (same formula, charge and spin): 91.40 kcal per mole
HOMO-LUMO gap: 10.1396 eV

Geometry (Å):
1 C -1.4199 0.4993 0.2677
2 C -0.9300 -0.9015 0.5223
3 O -0.4856 -1.6731 -0.6346
4 C 0.3862 -1.5760 0.3250
5 C 1.7387 0.5284 -0.4581
6 H -1.2824 1.1335 1.1500
7 H -2.4940 0.4507 0.0580
8 H -0.9324 0.9809 -0.5820
9 H -1.5710 -1.4889 1.1722
10 H 1.7176 -0.4736 0.0081
11 H 1.1894 0.5051 -1.4047
12 H 1.2942 1.2732 0.2076
13 H 2.7890 0.7421 -0.6316

Forces on atoms 1 to 3 (eV/Å):
0.03 0.01 -0.02
-0.36 0.03 0.24
0.03 -0.27 0.11

=====

No. 7
Computed, not measured: a structure of composition C38H56F2MnP2Si, with ωB97M-V with the def2-TZVPD basis set.

Calculated values
M: 695.83 g mol⁻¹
E_HOMO (spin up / spin down): -14.588 / -14.482 eV
Spin multiplicity: 4
Total charge: +2
HOMO-LUMO gap (spin up / spin down): 7.1818 / 8.1687 eV

Geometry (Å):
1 Mn -0.2144 0.3428 1.7352
2 C -2.4676 3.2831 1.1336
3 Si -1.0212 2.3121 0.4852
4 C 0.5255 3.3359 0.6927
5 C 0.4257 4.7231 0.8405
6 C 1.5494 5.4919 1.1025
7 C 2.7858 4.8841 1.2508
8 C 2.9104 3.5089 1.1121
9 C 1.7897 2.7366 0.8266
10 P 1.8338 0.9485 0.5412
11 C 2.1584 0.7925 -1.2580
12 C 3.5474 1.2512 -1.7137
13 C 3.6131 1.2600 -3.2401
14 C 3.2867 -0.1148 -3.8079
15 C 1.9109 -0.5778 -3.3464
16 C 1.8002 -0.5787 -1.8241
17 C 3.0493 0.2089 1.7036
18 C 4.5624 0.3490 1.3876
19 C 5.1532 -0.9836 0.9411
20 C 5.0722 -2.0143 2.0686
21 C 3.7431 -1.9182 2.8375
22 C 2.6733 -1.2564 1.9772
23 C -1.3365 1.4232 -1.1293
24 C -1.2141 2.1065 -2.3390
25 C -1.5001 1.4763 -3.5434
26 C -1.9200 0.1553 -3.5512
27 C -2.0516 -0.5418 -2.3589
28 C -1.7534 0.0782 -1.1485
29 P -1.9119 -0.7851 0.4423
30 C -1.4802 -2.5853 0.4777
31 C -0.0315 -2.9388 0.1206
32 C 0.1647 -3.3981 -1.3183
33 C -0.7270 -4.5911 -1.6222
34 C -2.1877 -4.1924 -1.4822
35 C -2.5123 -3.5904 -0.1156
36 C -3.6520 -0.7966 1.0690
37 C -3.9497 0.1733 2.2170
38 C -5.4605 0.2949 2.3868
39 C -6.0836 0.9981 1.1735
40 C -5.3288 0.6809 -0.1251
41 C -4.6935 -0.6998 -0.0716
42 H -2.6206 4.1301 0.4588
43 H -3.4030 2.7378 1.1500
44 H -2.2605 3.6896 2.1228
45 H -0.5316 5.2161 0.7634
46 H 1.4575 6.5631 1.2063
47 H 3.6578 5.4817 1.4765
48 H 3.8802 3.0534 1.2374
49 H 1.4214 1.5141 -1.6490
50 H 3.7798 2.2443 -1.3182
51 H 4.3012 0.5578 -1.3339
52 H 2.9010 1.9959 -3.6261
53 H 4.6020 1.5868 -3.5600
54 H 3.3380 -0.1000 -4.8965
55 H 4.0413 -0.8317 -3.4700
56 H 1.1470 0.0963 -3.7495
57 H 1.6842 -1.5734 -3.7315
58 H 0.7818 -0.8341 -1.5260
59 H 2.4656 -1.3406 -1.4037
60 H 2.8373 0.7738 2.6265
61 H 4.7466 1.1208 0.6413
62 H 5.0725 0.6768 2.2972
63 H 4.6240 -1.3434 0.0534
64 H 6.1906 -0.8450 0.6342
65 H 5.2015 -3.0178 1.6643
66 H 5.8992 -1.8523 2.7597
67 H 3.4101 -2.9076 3.1492
68 H 3.8684 -1.3336 3.7514
69 H 2.5687 -1.8112 1.0380
70 H 1.6889 -1.3158 2.4820
71 H -0.8859 3.1366 -2.3506
72 H -1.3984 2.0172 -4.4736
73 H -2.1481 -0.3361 -4.4875
74 H -2.3826 -1.5690 -2.3797
75 H -1.5644 -2.6968 1.5742
76 H 0.6388 -2.1051 0.3599
77 H 0.2666 -3.7597 0.7793
78 H -0.0731 -2.5915 -2.0172
79 H 1.2170 -3.6426 -1.4744
80 H -0.5366 -4.9636 -2.6286
81 H -0.4940 -5.4105 -0.9372
82 H -2.4566 -3.5082 -2.2923
83 H -2.8338 -5.0625 -1.6143
84 H -3.5126 -3.1655 -0.1428
85 H -2.5671 -4.4124 0.6024
86 H -3.7242 -1.7988 1.5003
87 H -3.4801 -0.1945 3.1319
88 H -3.5339 1.1609 2.0170
89 H -5.8849 -0.7061 2.5046
90 H -5.6948 0.8327 3.3057
91 H -7.1241 0.6896 1.0751
92 H -6.1029 2.0774 1.3350
93 H -6.0017 0.7432 -0.9798
94 H -4.5465 1.4192 -0.3176
95 H -5.4620 -1.4538 0.1118
96 H -4.2589 -0.9491 -1.0434
97 F 0.2337 1.3518 3.4892
98 C -1.0182 0.6490 3.4792
99 F -0.7313 -0.5449 4.0321
100 H -1.7479 1.2089 4.0660

Forces on atoms 1 to 3 (eV/Å):
-0.05 -0.05 -0.68
0.10 0.04 -0.14
-0.02 0.12 0.08

=====

No. 8
Computed, not measured: a structure of composition C38H40CaN10O8S, with ωB97M-V with the def2-TZVPD basis set.

Calculated values
M: 836.94 g mol⁻¹
E_HOMO: -7.467 eV
Energy relative to the best compared isomer or geometry (same formula, charge and spin): 37.58 kcal per mole
HOMO-LUMO gap: 5.7953 eV

Geometry (Å):
1 Ca -0.4224 -1.1368 -1.2988
2 O -2.4787 -2.7533 2.7556
3 C -2.1222 -2.1977 1.5920
4 O -1.4970 -2.7511 0.7350
5 C -2.6245 -0.7825 1.4584
6 C -3.4268 -0.1709 2.4133
7 C -3.8771 1.1116 2.1578
8 C -3.5339 1.7203 0.9590
9 C -2.7402 1.0213 0.0608
10 N -2.2787 -0.1959 0.3230
11 C -2.3512 1.5255 -1.3133
12 O -2.8181 2.7194 -1.6960
13 O -1.6428 0.8929 -2.0453
14 H -2.1286 -3.6587 2.7632
15 H -3.6846 -0.6963 3.3210
16 H -4.4970 1.6316 2.8754
17 H -3.8960 2.7201 0.7552
18 H -3.5149 3.0377 -1.1111
19 N 5.7766 -5.2995 1.0037
20 C 4.8524 -4.6784 0.7142
21 C 3.6981 -3.8946 0.3630
22 C 3.7910 -2.5046 0.3051
23 C 2.6646 -1.7641 -0.0217
24 C 1.4000 -2.3234 -0.2936
25 C 1.3744 -3.7313 -0.2290
26 C 2.4805 -4.5115 0.0850
27 H 4.7442 -2.0284 0.5070
28 H 2.7896 -0.6831 -0.0856
29 H 0.4466 -4.2590 -0.4387
30 H 2.4158 -5.5928 0.1156
31 N 0.5588 1.7881 -0.4033
32 C 0.5858 2.9368 -0.2754
33 N 0.6129 4.2513 -0.1366
34 C 1.8668 4.9905 -0.3033
35 C 1.5294 6.3636 -0.8521
36 O 0.5964 7.0240 -0.0136
37 C -0.6225 6.3119 0.0673
38 C -0.4020 4.9341 0.6651
39 H 2.5149 4.4441 -0.9866
40 H 2.3709 5.0902 0.6638
41 H 1.1191 6.2669 -1.8647
42 H 2.4201 6.9880 -0.8859
43 H -1.0676 6.2123 -0.9312
44 H -1.2885 6.8974 0.6993
45 H -1.3216 4.3490 0.6445
46 H -0.0642 5.0263 1.7032
47 O -3.6387 -4.7849 -5.7128
48 S -3.0810 -5.0462 -4.4158
49 O -2.7465 -6.3984 -4.0729
50 N -1.8318 -4.0465 -4.1113
51 C -2.1027 -3.2007 -3.1553
52 O -1.2947 -2.3346 -2.7058
53 C -3.4911 -3.3284 -2.5825
54 C -4.1054 -2.5677 -1.6061
55 C -5.4025 -2.8935 -1.2269
56 C -6.0672 -3.9628 -1.8221
57 C -5.4538 -4.7153 -2.8179
58 C -4.1683 -4.3694 -3.1794
59 H -3.5788 -1.7326 -1.1630
60 H -5.9071 -2.3120 -0.4645
61 H -7.0752 -4.2065 -1.5121
62 H -5.9660 -5.5402 -3.2948
63 C 2.0798 0.4622 2.5847
64 N 0.6230 0.2742 2.5833
65 C 0.3066 -0.7484 3.5849
66 N 0.7663 -0.3823 4.9282
67 C 2.2175 -0.1701 4.8663
68 N 2.5817 0.8701 3.9015
69 C 1.9099 2.1078 4.2904
70 N 0.4481 1.9624 4.3393
71 C 0.0063 1.5287 3.0106
72 C 0.1355 0.8873 5.2888
73 H 2.3302 1.2311 1.8505
74 H 2.5538 -0.4717 2.2890
75 H 0.7774 -1.6867 3.2827
76 H -0.7750 -0.8889 3.6292
77 H 2.7000 -1.1053 4.5782
78 H 2.5753 0.1198 5.8562
79 H 2.1602 2.8883 3.5671
80 H 2.2665 2.4161 5.2753
81 H 0.2608 2.3050 2.2878
82 H -1.0807 1.4040 3.0275
83 H -0.9488 0.7470 5.3137
84 H 0.4704 1.1844 6.2844
85 C 4.8857 0.7527 -5.0502
86 C 3.6444 0.2874 -4.3450
87 C 2.6182 1.1696 -4.0242
88 C 1.5054 0.7022 -3.3502
89 N 1.3552 -0.5718 -2.9764
90 C 2.3320 -1.4213 -3.2964
91 C 3.4760 -1.0394 -3.9734
92 H 4.6646 1.5667 -5.7400
93 H 5.3501 -0.0595 -5.6072
94 H 5.6171 1.1187 -4.3267
95 H 2.6812 2.2138 -4.3056
96 H 0.6912 1.3736 -3.1055
97 H 2.1849 -2.4502 -2.9921
98 H 4.2319 -1.7788 -4.2039

Forces on atoms 1 to 3 (eV/Å):
0.69 0.96 0.90
0.04 -0.03 -0.06
-0.05 0.08 0.08